Here is a cluster of 2 separate species, C32H71N4O10P2S2 in total from the OMol25 dataset. Energies are from ωB97M-V/def2-TZVPD.

Structure (ORCA input):
```
! RIJCOSX wB97M-V def2-TZVPD def2/J DEFGRID3
* xyz 1 1
C -3.1459 3.7473 1.2135
C -2.9095 2.2302 1.4196
C -3.6941 1.3852 0.4108
N -2.9540 0.2277 -0.1297
C -3.3261 -1.0739 0.3947
N -4.6567 -1.3630 -0.1435
C -5.5940 -2.0239 0.4336
C -6.9740 -1.4289 0.4756
C -5.5119 -3.4288 0.9619
O -2.3789 -2.0883 0.0899
C -1.3108 -1.9305 -0.8238
C -1.7439 -1.4345 -2.2097
O -3.0408 -1.9202 -2.5131
C -3.3487 -1.7407 -3.8816
C -0.7197 -3.4129 -0.8815
C -1.8012 -4.3047 -1.5296
N -1.3861 -5.7128 -1.6185
C 0.5007 -3.4959 -1.8443
C 1.7507 -4.1612 -1.2857
O 2.8288 -3.9727 -2.1869
C 3.6525 -2.8709 -1.8255
C 4.6392 -3.2519 -0.7105
O -0.4004 -3.6561 0.4940
C -0.5029 -4.8481 1.2259
C -1.9325 -5.3737 1.4168
S -0.0415 -4.3120 2.9732
O 0.2675 -5.9170 0.8100
C 1.6106 -6.0658 1.2520
C 1.7719 -7.0563 2.4179
C 2.8035 -6.5150 3.4262
P 0.0950 -0.7956 -0.2644
O -0.3399 0.1760 0.9336
O 1.3036 -1.6560 0.3638
S 0.8867 0.2645 -1.6902
P -3.3970 -1.1787 2.2593
O -3.3867 -2.5685 2.7157
O -2.1047 -0.4160 2.8723
O -4.6941 -0.4075 2.8053
H -3.2547 4.2325 2.1800
H -2.2941 4.1938 0.7043
H -4.0321 3.9057 0.6030
H -3.1420 1.9657 2.4495
H -1.8488 2.0377 1.2770
H -3.8440 2.0422 -0.4464
H -4.6960 1.1325 0.7617
H -3.2968 0.1633 -1.0833
H -7.6511 -2.0275 -0.1386
H -6.9617 -0.4218 0.0713
H -7.3344 -1.4409 1.5027
H -4.6355 -3.9341 0.5726
H -5.5831 -3.4897 2.0449
H -6.3876 -3.9496 0.5660
H -1.8085 -0.3448 -2.2186
H -1.0202 -1.6976 -2.9805
H -4.4215 -1.5944 -3.9718
H -3.0690 -2.6186 -4.4729
H -2.8139 -0.8844 -4.2984
H -2.7754 -4.1820 -1.0690
H -1.9078 -3.9406 -2.5477
H -2.1920 -6.3030 -1.4744
H -1.0118 -5.9060 -2.5351
H 0.7935 -2.5148 -2.2209
H 0.2425 -4.0707 -2.7300
H 1.5724 -5.2359 -1.2594
H 1.9893 -3.8596 -0.2695
H 3.0520 -1.9982 -1.5636
H 4.2158 -2.6324 -2.7260
H 4.3652 -4.2104 -0.2760
H 5.6555 -3.3071 -1.0907
H 4.6180 -2.5081 0.0870
H -2.0644 -6.1904 0.7093
H -2.6127 -4.5640 1.1815
H -2.0743 -5.7559 2.4201
H 0.4852 -3.0949 2.7803
H 2.1351 -6.5128 0.4036
H 2.1405 -5.1325 1.4332
H 2.1815 -7.9922 2.0499
H 0.8192 -7.1698 2.9273
H 2.7256 -5.4340 3.5289
H 3.8208 -6.7333 3.1001
H 2.6746 -6.9598 4.4111
H -0.0460 -0.1248 1.8000
H 1.0046 -2.0346 1.2047
H -2.1916 -0.4880 3.8315
H -4.5008 0.2182 3.5077
C 2.6073 2.9079 0.8757
C 1.5861 3.4558 -0.1160
C 2.1769 4.0842 -1.3785
C 3.2685 5.1440 -1.2789
N 2.8368 6.5511 -0.9346
C 4.0027 7.5173 -1.1543
C 3.6937 8.2545 -2.4429
C 2.1804 8.3943 -2.3729
C 1.7643 7.0059 -1.9298
C 2.2874 6.7144 0.4536
C 3.2314 6.6334 1.6752
C 4.6332 6.0230 1.6035
H 3.0072 3.6909 1.5232
H 2.1354 2.1751 1.5287
H 3.4383 2.4157 0.3667
H 0.8970 4.1333 0.3969
H 0.9647 2.6254 -0.4509
H 1.3542 4.4351 -2.0051
H 2.6297 3.2654 -1.9456
H 3.7331 5.2380 -2.2625
H 4.0564 4.8555 -0.5898
H 4.0220 8.2081 -0.3147
H 4.9280 6.9514 -1.1899
H 3.9889 7.6575 -3.3080
H 4.2108 9.2095 -2.5033
H 1.7343 8.6685 -3.3262
H 1.8896 9.1452 -1.6353
H 1.7862 6.3250 -2.7754
H 0.7923 6.9598 -1.4471
H 1.4676 6.0087 0.5459
H 1.8261 7.7026 0.4599
H 2.6774 6.1034 2.4513
H 3.3461 7.6474 2.0626
H 4.6361 4.9755 1.3108
H 5.0737 6.0612 2.5988
H 5.3017 6.5748 0.9455
*
```

Calculated values
E_HOMO   -10.14 eV
E_tot   -3712.17434 a.u.
HOMO-LUMO gap   8.059 eV